No. 1
# C8H12N4

An isolated ion of composition C8H12N4 and charge +2 in a non-equilibrium geometry (the ωB97M-V functional and the def2-TZVPD basis, the Open Molecules 2025 dataset).

Output
**Orbital gap (alpha / beta)**: 6.075 / 5.315 eV
**LUMO (alpha / beta)**: -10.26 / -12.86 eV
**Multiplicity**: 3
**M**: 164.2 g mol⁻¹
**Total charge**: +2
**Energy relative to the best compared isomer or geometry (same formula, charge and spin)**: 659.7 kJ/mol
**<S²>**: 2.036

Geometry (Å):
C (0.274, -1.321, 0.442)
C (1.246, -1.585, -0.428)
C (2.132, 1.615, -1.593)
C (-0.222, 2.108, -1.583)
C (2.139, 0.307, -1.662)
C (-0.963, -0.376, 0.786)
C (-2.167, -1.231, 0.677)
C (-0.732, 0.270, 2.187)
N (0.957, 2.097, -2.086)
N (-1.201, 0.606, -0.107)
N (1.861, -0.905, -1.539)
N (-0.322, 1.490, -0.242)
H (0.172, -2.146, 1.273)
H (1.650, -2.526, -0.287)
H (3.018, 2.227, -1.612)
H (-1.217, 2.406, -2.037)
H (-2.961, -0.693, 1.083)
H (-1.964, -2.254, 1.108)
H (-2.416, -1.458, -0.296)
H (-0.538, 1.362, 2.343)
H (0.139, -0.117, 2.703)
H (-1.582, -0.102, 2.825)
H (2.186, -1.516, -2.286)
H (0.511, 1.741, 0.329)

Forces on atoms 1 to 3 (eV/Å):
-1.59 -0.20 2.17
-0.70 0.51 0.76
-0.62 1.23 -2.13


No. 2
# C8H12N4O2

An isolated ion of composition C8H12N4O2 and charge +2 in a non-equilibrium geometry (the ωB97M-V functional and the def2-TZVPD basis, the Open Molecules 2025 dataset).

Output
**Orbital gap (alpha / beta)**: 7.091 / 6.652 eV
**LUMO (alpha / beta)**: -10.47 / -10.40 eV
**SMILES string**: CN1C2=NC=CC[C@H]2OCC(=[NH2+])[N+]1=O
**M**: 196.2 g mol⁻¹
**Total charge**: +2
**Energy relative to the best compared isomer or geometry (same formula, charge and spin)**: 386.9 kJ/mol

Geometry (Å):
C (3.192, -0.198, -0.459)
C (2.935, 0.869, 0.394)
C (0.636, 0.728, 0.121)
C (-1.991, -0.753, 0.146)
C (2.103, -1.134, -0.753)
C (-1.069, -1.775, 0.850)
C (0.686, -0.774, -0.400)
C (-0.676, 2.736, 0.024)
N (1.692, 1.250, 0.663)
N (-0.624, 1.238, 0.127)
N (-1.756, 0.590, -0.133)
N (-3.198, -1.190, -0.071)
O (-2.733, 1.222, -0.611)
O (0.258, -1.793, 0.466)
H (4.246, -0.362, -0.665)
H (3.656, 1.453, 0.955)
H (2.214, -1.741, -1.814)
H (2.357, -2.009, -0.140)
H (-1.172, -1.475, 1.935)
H (-1.447, -2.761, 0.709)
H (0.183, -0.846, -1.383)
H (0.108, 3.053, -0.683)
H (-1.828, 3.006, -0.042)
H (-0.379, 3.181, 0.942)
H (-3.584, -2.033, 0.194)
H (-3.807, -0.479, -0.370)

Forces on atoms 1 to 3 (eV/Å):
0.22 0.38 0.52
-0.40 0.11 0.12
-1.09 -4.71 0.17


No. 3
# C8H12N4O3

One molecule with the formula C8H12N4O3 in a non-equilibrium geometry (the ωB97M-V functional and the def2-TZVPD basis, the Open Molecules 2025 dataset).

Output
**Orbital gap**: 9.915 eV
**LUMO**: 0.63 eV
**SMILES string**: N[C@@H](Cc1c[nH]cn1)C(=O)NCC(=O)O
**M**: 212.2 g mol⁻¹
**Energy relative to the best compared isomer or geometry (same formula, charge and spin)**: 191.8 kJ/mol

Geometry (Å):
C (0.011, 0.892, 1.832)
C (0.876, 0.070, 0.907)
C (-1.374, 0.118, 1.962)
C (-1.779, -0.110, 0.478)
C (-1.615, -1.243, -0.262)
C (-1.988, 0.459, -1.688)
C (2.365, 0.058, -1.092)
C (2.252, -1.385, -1.694)
H (-1.019, 2.404, 0.937)
H (-0.605, 2.420, 2.451)
H (0.640, 0.872, 2.656)
H (-2.167, 0.764, 2.445)
H (-0.980, -0.748, 2.505)
H (-1.346, -2.206, -0.136)
H (-2.070, 1.048, -2.640)
H (-1.793, -1.508, -2.492)
H (0.725, 1.212, -0.742)
H (3.108, -0.075, -0.393)
H (2.559, 0.766, -1.822)
H (1.515, -1.777, 0.046)
N (-0.214, 2.309, 1.517)
N (-2.045, 0.925, -0.410)
N (-1.787, -0.892, -1.667)
N (1.273, 0.471, -0.296)
O (1.306, -1.100, 1.305)
O (2.725, -1.635, -2.756)
O (1.428, -2.111, -0.949)

Forces on atoms 1 to 3 (eV/Å):
-1.67 -0.33 -2.90
1.88 -3.39 -0.26
0.81 1.01 -1.28


No. 4
# C8H12N4O3

One molecule with the formula C8H12N4O3 in a non-equilibrium geometry (the ωB97M-V functional and the def2-TZVPD basis, the Open Molecules 2025 dataset).

Output
**Orbital gap**: 9.479 eV
**LUMO**: 0.53 eV
**SMILES string**: NCC(=O)N[C@@H](Cc1c[nH]cn1)C(=O)O
**M**: 212.2 g mol⁻¹
**Energy relative to the best compared isomer or geometry (same formula, charge and spin)**: 204.9 kJ/mol

Geometry (Å):
C (-1.612, 1.968, -0.788)
C (-0.378, 1.587, 0.211)
C (1.417, -0.059, 0.257)
C (2.934, 0.162, -0.082)
C (0.954, -1.532, -0.018)
C (-0.509, -1.627, -0.031)
C (-1.358, -1.882, -1.093)
C (-2.367, -1.379, 0.821)
H (-2.929, 2.413, 0.768)
H (-3.130, 0.911, 0.068)
H (-1.601, 3.067, -0.933)
H (-1.369, 1.357, -1.801)
H (0.502, 1.052, -1.445)
H (1.289, 0.091, 1.302)
H (1.570, -1.861, -0.845)
H (1.272, -2.088, 0.809)
H (-0.937, -1.922, -2.123)
H (-3.134, -1.097, 1.433)
H (-3.445, -1.507, -1.052)
H (4.647, -0.482, 0.070)
N (-2.984, 1.912, -0.107)
N (0.616, 0.934, -0.452)
N (-1.100, -1.397, 1.122)
N (-2.552, -1.585, -0.573)
O (-0.307, 1.926, 1.388)
O (3.301, 0.954, -0.925)
O (3.871, -0.680, 0.556)

Forces on atoms 1 to 3 (eV/Å):
0.57 0.54 0.92
-0.90 1.43 0.13
1.15 0.10 -1.20


No. 5
# C8H12N5S

An isolated ion of composition C8H12N5S and charge +1 in a non-equilibrium geometry (the ωB97M-V functional and the def2-TZVPD basis, the Open Molecules 2025 dataset).

Output
**Orbital gap**: 8.341 eV
**LUMO**: -3.49 eV
**SMILES string**: Cn1cccc1[C@H]1NC(=[NH2+])NC(=S)N1
**M**: 210.3 g mol⁻¹
**Total charge**: +1
**Energy relative to the best compared isomer or geometry (same formula, charge and spin)**: 19.1 kJ/mol

Geometry (Å):
C (2.801, 0.927, 1.590)
C (1.435, 0.442, 1.544)
C (3.140, 1.177, 0.293)
C (1.128, 0.331, 0.217)
C (-2.673, 0.484, -0.470)
C (-2.067, -1.583, 0.486)
C (-0.341, -0.199, -0.479)
C (2.110, 1.084, -2.012)
N (2.155, 0.825, -0.557)
N (-2.973, -0.866, -0.285)
N (-1.331, 0.823, -0.547)
N (-0.768, -1.259, 0.381)
N (-2.453, -2.647, 1.177)
S (-3.933, 1.542, -0.750)
H (3.369, 1.042, 2.583)
H (0.681, 0.150, 2.320)
H (4.076, 1.710, 0.140)
H (-0.237, -0.536, -1.553)
H (1.920, 0.145, -2.462)
H (1.406, 1.932, -2.294)
H (3.077, 1.275, -2.255)
H (-4.003, -0.986, -0.421)
H (-1.085, 1.793, -0.867)
H (-0.091, -1.508, 1.109)
H (-3.454, -2.958, 1.269)
H (-1.889, -3.140, 1.843)

Forces on atoms 1 to 3 (eV/Å):
-1.35 -0.52 2.34
-0.39 -0.81 0.36
1.75 0.88 1.52


No. 6
# C8H12N5S

An isolated ion of composition C8H12N5S and charge +1 in a non-equilibrium geometry (the ωB97M-V functional and the def2-TZVPD basis, the Open Molecules 2025 dataset).

Output
**Orbital gap (alpha / beta)**: 4.224 / 4.221 eV
**LUMO (alpha / beta)**: -6.48 / -6.48 eV
**SMILES string**: C=[NH+][C@@H]1CC(SC)=N/C(=N/C#N)N1C
**M**: 210.3 g mol⁻¹
**Total charge**: +1
**Energy relative to the best compared isomer or geometry (same formula, charge and spin)**: 637.6 kJ/mol

Geometry (Å):
C (3.261, -1.524, 0.011)
C (-1.335, -0.694, -0.514)
C (0.855, -0.601, 0.005)
C (2.468, 1.176, -0.256)
C (-1.113, 0.410, -1.395)
C (-0.036, 1.383, -0.827)
C (-1.574, 1.742, 1.121)
C (-2.261, -2.917, 0.863)
N (4.397, -1.477, -0.275)
N (-0.336, -1.110, 0.153)
N (2.203, -1.612, 0.706)
N (1.099, 0.608, -0.463)
N (-0.556, 2.099, 0.321)
S (-2.796, -1.562, -0.328)
H (2.817, 0.878, 0.711)
H (2.508, 2.287, -0.271)
H (-0.878, 0.157, -2.452)
H (-2.002, 0.996, -1.566)
H (0.294, 2.094, -1.444)
H (3.224, 0.921, -1.031)
H (-2.139, 0.908, 0.935)
H (-1.922, 2.307, 1.906)
H (-2.251, -2.525, 1.927)
H (-1.201, -2.806, 0.588)
H (-2.747, -3.948, 0.884)
H (0.020, 2.809, 0.691)

Forces on atoms 1 to 3 (eV/Å):
3.20 0.63 -0.41
-0.25 -2.07 0.49
5.79 -3.34 1.95


Which value of M does entry 4 give?
212.2 g mol⁻¹


energy relative to the best compared isomer or geometry (same formula, charge and spin) of number 2 (C8H12N4O2)?
386.9 kJ/mol